C19H20ClN3O3 | the ωB97M-V functional and the def2-TZVPD basis

The geometry in XYZ format:
```
46
Properties=species:S:1:pos:R:3:forces:R:3:nbo_charge:R:1
H -0.85291 4.80753 -3.60239 0.77 -0.04 -0.04 0.240
Cl -3.85358 2.09129 0.63769 1.30 -0.42 -0.16 0.033
C 1.37581 5.19221 -3.38099 -0.59 -1.48 -0.63 -0.419
H 2.08348 -0.69984 2.61383 0.52 0.32 -0.20 0.243
H -2.07487 2.64805 -4.33261 0.94 -0.19 -0.26 0.239
H 0.99299 2.45254 -4.04031 0.31 -0.32 0.14 0.199
C -1.06088 2.30138 -4.66126 -0.52 0.62 1.33 -0.617
C -2.18042 1.49468 0.63529 0.53 0.61 -0.49 0.036
C -1.30232 2.57346 -1.55789 -2.19 1.82 -2.37 0.645
N 2.41470 -3.65122 5.74481 -1.41 0.30 -0.77 -0.422
C 3.63517 -4.41681 6.07477 0.23 1.26 0.42 -0.400
C -0.45080 0.22266 1.76866 -0.69 -0.10 -0.35 -0.078
H 0.37950 -4.47246 5.75330 0.87 0.77 0.40 0.214
H 4.38427 -3.76580 6.56557 -0.29 -0.15 -0.40 0.206
N -0.15885 2.38031 -2.31078 0.50 -0.31 0.50 -0.416
H 1.70137 4.48388 -5.45201 -0.70 0.22 0.18 0.210
C 1.16157 -2.03037 4.13879 -1.75 1.03 -0.40 0.063
C 2.37113 -2.73480 4.67310 1.94 -2.29 0.62 0.638
O -0.88687 -1.31984 3.72878 0.73 -0.66 -0.25 -0.289
C 0.04286 2.85046 -3.70211 -0.40 0.05 -0.07 -0.027
H 4.11562 -4.88942 5.23379 -0.06 -0.01 -0.52 0.215
H 1.45108 0.04281 0.70323 0.59 -0.44 0.19 0.219
C 0.14150 4.36059 -3.79496 -0.40 1.25 -0.04 -0.241
N -0.09013 -2.25278 4.46854 -0.14 0.93 0.04 -0.089
O -2.28893 3.25584 -1.88378 1.57 -0.75 0.04 -0.614
C -1.22790 1.80159 -0.35293 0.93 -1.14 1.19 -0.167
H 0.80379 -3.27118 7.03221 -0.36 0.19 0.16 0.208
H 1.23236 0.73855 -2.04931 -0.05 0.36 0.00 0.218
C 0.87208 1.63859 -1.52653 -0.65 0.70 -0.71 -0.229
H 2.24837 4.61839 -3.03006 -0.42 0.40 -0.29 0.204
C 0.47118 0.45286 0.70538 -0.93 0.20 1.15 -0.182
C 1.20056 -0.99387 3.11738 1.02 -1.52 1.27 -0.298
C 0.97473 5.06274 -4.85606 0.86 -0.38 0.72 -0.422
H -1.07746 1.21885 -4.66990 0.12 -0.26 0.06 0.209
H 1.37389 -4.92722 7.08236 0.47 0.01 0.23 0.206
H 1.22682 6.14525 -2.91497 -0.13 0.18 0.28 0.220
H -0.87481 2.65318 -5.65963 0.11 0.21 -0.45 0.216
C 1.19118 -4.08178 6.43439 -0.92 -0.31 -0.92 -0.416
H 3.38962 -5.17411 6.81412 -0.23 -0.01 -0.15 0.203
H 1.72646 2.28943 -1.24987 -0.33 -0.29 -0.30 0.218
H 0.61216 5.97674 -5.32374 -0.09 -0.40 0.02 0.222
C -1.75068 0.71345 1.70703 -0.95 0.22 -0.13 -0.168
C 0.08804 1.26308 -0.32055 -1.50 -0.07 0.83 0.029
C -0.06702 -0.63748 2.88749 0.88 -0.53 0.14 0.302
O 3.40688 -2.56770 4.04136 -0.23 0.52 0.07 -0.600
H -2.52861 0.49840 2.45290 0.75 -0.10 -0.07 0.238
```
Forces are in eV/Å.

Its SMILES is C[C@@H](C1CC1)N1Cc2cc(-c3cc(C(=O)N(C)C)no3)cc(Cl)c2C1=O.

***

C25H37LiN3O9Si | the ωB97M-V functional and the def2-TZVPD basis

The geometry in XYZ format:
```
76
Properties=species:S:1:pos:R:3:forces:R:3:lowdin_charge:R:1
H -3.09880 0.43290 -5.70260 0.06 -0.02 -0.14 0.076
H -1.09170 -2.47680 -1.15340 -0.16 0.12 -0.12 0.098
H -2.95120 2.72630 -0.10750 0.17 0.12 0.10 0.080
C -0.45740 -4.90890 -2.37090 0.09 -0.22 0.07 -0.511
Si -3.37490 -0.32690 -0.97740 0.08 0.09 0.11 -0.007
C -3.84580 2.77410 -0.72210 -0.08 -0.30 0.17 -0.023
O -0.08120 2.36730 0.31140 -0.59 -0.04 0.01 -0.063
H -1.12760 -6.72710 -3.01580 -0.03 0.10 0.00 0.106
H 1.45600 -5.92150 -0.77910 -0.02 -0.04 0.02 0.111
H 1.83040 6.39980 0.10370 -0.03 -0.02 0.00 0.112
C -5.33530 2.28660 1.24210 0.15 -0.17 -0.37 -0.030
O -0.59340 -4.33450 -3.42540 -0.11 0.30 -0.17 0.079
H -1.65670 -1.29970 -4.59910 -0.01 -0.09 -0.15 0.091
C -3.30410 0.79110 -4.69650 -0.02 -0.25 0.29 -0.030
C -4.18180 -2.56470 0.37840 -0.34 -0.78 0.72 -0.656
C 2.26700 2.53780 0.04920 -0.49 0.35 0.01 -0.126
H -0.15970 4.94270 0.29000 -0.13 0.04 0.00 0.110
C 1.07250 -4.97840 -0.41090 -0.13 0.12 0.01 -0.035
H -0.79820 -6.66500 -1.32540 -0.04 0.06 0.02 0.096
Li -0.38810 0.56740 -0.09650 0.23 0.01 0.15 0.609
H -4.86910 -4.28810 -0.72090 -0.09 -0.05 -0.11 0.079
C 0.83070 4.52440 0.20010 -0.10 -0.07 0.00 0.003
O 5.45430 5.11310 -0.04420 0.01 0.05 -0.03 0.028
N 0.13900 -2.53340 0.46820 -0.14 0.57 0.19 0.085
O 4.14110 6.81890 -0.16320 0.07 -0.06 0.03 0.029
C 0.08860 -4.29820 -1.12540 0.27 0.13 0.25 -0.121
C -4.13580 -4.06620 0.05060 -0.03 0.42 0.07 -0.026
H -5.79670 1.32720 -2.03720 -0.05 0.02 -0.12 0.068
C 3.36740 3.38130 -0.00960 0.20 0.29 -0.03 0.045
C 0.92510 3.08110 0.19160 0.50 0.35 0.05 -0.379
H 2.33190 -4.91630 1.32990 0.05 0.01 0.04 0.097
H -4.59980 -2.18560 -3.55550 -0.04 -0.17 0.06 0.078
H -5.83940 -2.61160 1.79830 0.00 -0.11 0.13 0.080
C 1.56810 -4.41680 0.75170 0.04 0.04 -0.05 -0.060
O -1.86030 -0.12090 -0.67430 0.09 -0.15 -0.10 -0.339
H -1.40930 -0.50370 -3.02970 0.19 0.08 0.00 0.076
H 1.41120 -2.70310 2.04840 0.10 0.01 0.09 0.108
H -4.35140 -4.66890 0.93060 -0.02 -0.08 0.11 0.077
H 3.50820 0.80300 -0.15810 -0.16 0.00 0.03 0.127
H -5.45470 -0.83890 -4.31240 -0.12 0.03 -0.06 0.081
C -4.50050 -1.35930 -4.25290 0.19 0.26 0.20 -0.025
H -5.78990 3.27520 1.20770 -0.03 0.10 -0.02 0.077
C 1.06330 -3.18540 1.14430 0.23 -0.31 0.17 -0.134
H -5.61020 -1.08400 0.92150 -0.15 0.07 0.10 0.063
H -4.22700 -1.73280 -5.23670 0.00 -0.12 -0.13 0.079
O -4.38420 0.52890 0.01230 0.06 -0.33 0.08 -0.112
H -3.15010 -4.32100 -0.33200 0.17 -0.08 -0.01 0.067
H -6.32730 -2.47360 0.10140 -0.15 -0.05 -0.15 0.082
C -3.18660 -2.23590 1.49390 -0.05 -0.03 -0.36 -0.026
H -3.33890 -2.88560 2.35650 -0.04 0.01 0.05 0.085
O 1.57440 0.26440 -0.08310 -0.12 -0.36 -0.08 -0.030
H -6.05360 1.57770 1.64960 -0.09 -0.06 0.06 0.076
H -4.22750 1.36370 -4.71220 -0.16 0.09 0.03 0.078
H -4.22830 3.79470 -0.75420 0.01 0.04 -0.02 0.085
C -0.33590 -3.05730 -0.64540 0.00 -0.45 -0.42 -0.060
H -3.31710 -1.19830 1.78240 0.01 0.20 0.21 0.082
O -3.86380 0.10140 -2.49480 -0.15 0.19 0.28 -0.107
H -2.17190 -2.34030 1.12530 0.12 -0.05 0.07 0.051
C 3.21530 4.76020 0.00870 -0.90 -0.89 0.07 -0.191
C -4.89720 1.81890 -0.15530 -0.60 0.85 0.09 -0.654
H -2.22530 -2.05260 -3.10740 0.08 -0.32 0.09 0.063
H -6.52100 2.75940 -1.26830 -0.04 0.10 0.01 0.079
N -0.72140 -6.24290 -2.23260 -0.10 -0.36 -0.10 0.158
N 4.33080 5.60890 -0.07040 0.83 0.49 -0.05 -0.383
O -3.86990 -1.90180 -0.81100 0.02 0.15 -0.49 -0.093
C -6.11270 1.76450 -1.09440 0.26 -0.07 0.17 -0.024
C -5.59060 -2.16520 0.83780 0.24 -0.04 -0.16 -0.026
C -3.43000 -0.39440 -3.72820 0.04 -0.13 -1.02 -0.655
H -3.57530 2.44760 -1.72140 0.05 0.10 -0.20 0.074
H -2.49470 1.44280 -4.38060 0.13 0.14 0.05 0.084
C -2.08830 -1.10940 -3.62040 -0.15 0.19 0.06 -0.037
C 2.44210 1.11860 -0.06470 0.78 -0.03 -0.01 -0.226
H -6.88600 1.13260 -0.66120 -0.11 -0.07 0.06 0.081
H -4.46540 2.30980 1.89300 0.09 0.05 0.13 0.083
C 1.91840 5.32230 0.10000 0.15 0.06 0.03 -0.008
H 4.36930 2.97450 -0.07990 -0.02 -0.05 -0.05 0.122
```
Forces are in eV/Å.

The total charge is -1.

***

Total energy for the records above, in order: -1586.1227, -2113.6201 Ha